1.
The following is a quantum chemistry calculation of a structure of composition C12H26BF4GeS4W, from OMol25.

```
49
Properties=species:S:1:pos:R:3:forces:R:3
W -0.302 0.562 0.808 -0.049 -0.115 -0.355
C 1.327 -0.298 -2.016 -0.010 0.006 0.017
C 2.333 -0.579 -0.914 -0.028 -0.009 0.033
S 2.170 0.452 0.577 0.222 0.115 -0.109
C 3.020 2.005 0.163 -0.058 -0.007 0.044
C 2.307 2.934 -0.799 -0.033 -0.005 0.008
S 0.595 3.207 -0.264 -0.046 0.001 -0.038
C -0.106 3.673 -1.876 0.006 0.017 0.006
C -1.627 3.743 -1.831 0.015 -0.003 0.023
S -2.449 2.360 -1.013 -0.035 0.013 -0.072
C -2.553 1.095 -2.299 0.025 0.007 0.003
C -1.246 0.459 -2.752 -0.008 0.014 0.038
S -0.395 -0.472 -1.429 0.081 0.124 -0.048
H 1.474 -1.004 -2.834 -0.024 -0.006 0.004
H 1.445 0.711 -2.408 -0.027 0.002 0.004
H 3.349 -0.461 -1.294 0.005 0.019 0.017
H 2.232 -1.599 -0.544 -0.003 0.008 0.008
H 4.019 1.759 -0.199 -0.010 -0.046 -0.002
H 3.146 2.485 1.136 -0.008 -0.007 0.004
H 2.298 2.523 -1.809 -0.012 0.004 -0.001
H 2.835 3.887 -0.837 -0.017 0.010 0.009
H 0.243 2.952 -2.613 0.006 -0.005 0.005
H 0.296 4.649 -2.151 0.013 -0.005 0.021
H -2.018 3.877 -2.841 -0.011 -0.018 0.000
H -1.937 4.616 -1.254 -0.008 -0.011 0.010
H -3.049 1.513 -3.177 -0.009 0.010 0.013
H -3.226 0.342 -1.884 0.004 0.005 0.016
H -0.560 1.205 -3.145 0.016 -0.008 0.019
H -1.446 -0.264 -3.544 0.012 -0.022 0.015
C 0.483 0.920 3.406 -0.074 0.230 -0.118
Ge 0.438 -1.082 3.279 -0.030 0.030 0.028
C -0.848 -1.851 4.525 0.047 0.026 -0.050
C 2.251 -1.726 3.639 -0.059 0.030 0.019
C -0.090 -1.208 1.401 0.095 -0.487 0.117
H -0.135 1.245 4.244 0.028 -0.070 0.041
H 0.086 1.606 2.614 0.067 -0.017 0.163
H 1.508 1.264 3.552 -0.001 -0.046 0.053
H -0.863 -1.270 5.447 0.029 0.011 0.002
H -0.557 -2.873 4.765 0.011 -0.008 -0.015
H -1.849 -1.847 4.104 0.001 0.024 -0.028
H 2.544 -1.430 4.647 -0.005 0.005 0.012
H 2.980 -1.325 2.937 -0.016 0.022 -0.022
H 2.279 -2.814 3.589 -0.022 -0.014 -0.016
H -0.276 -2.160 0.902 0.000 -0.022 0.036
F -2.441 0.270 0.897 -0.056 0.020 0.062
B -2.914 1.081 2.108 0.019 0.132 -0.092
F -1.970 2.153 2.029 0.044 0.020 0.058
F -4.183 1.450 1.891 -0.063 0.059 0.003
F -2.664 0.314 3.205 -0.022 -0.034 0.055
```
Forces are in eV/Å.

The calculation puts the total energy at -126093.2682 eV. Its orbital gap (alpha / beta) is 7.98 / 7.71 eV. The HOMO energy (alpha / beta) comes out at -10.663 / -11.496 eV. Its charge is +1. Its multiplicity is 3.

2.
The following is a quantum chemistry calculation of a cluster of 3 separate species, C12H26Cl2NO6PS in total at a distorted geometry, from OMol25.

```
49
Properties=species:S:1:pos:R:3:forces:R:3
C -2.964 0.577 -0.889 0.119 -0.053 -0.060
C -3.005 -0.817 -0.259 -0.581 -0.034 -0.014
Cl -4.707 -1.359 -0.138 -0.008 0.126 0.017
C -2.196 -1.780 -1.131 0.070 -0.154 -0.232
Cl -2.611 -3.494 -0.996 0.129 -0.054 0.184
O -0.800 -1.587 -0.927 -0.210 0.238 -0.075
P -0.129 -1.538 0.521 0.252 -0.080 0.263
O -0.644 -2.449 1.526 -0.018 0.030 -0.137
O -0.133 -0.003 0.927 -0.156 -0.013 -0.061
O 1.404 -1.848 0.120 0.172 0.002 0.331
N 2.284 -0.725 -0.014 0.008 -0.421 -0.683
C 2.250 -0.217 -1.139 -0.483 0.772 0.593
S 2.105 0.741 -2.349 0.302 -0.325 -0.191
H -2.089 0.669 -1.539 0.127 0.131 0.145
H -2.971 1.368 -0.141 -0.038 -0.007 0.053
H -3.833 0.710 -1.530 -0.018 0.023 -0.008
H -2.657 -0.818 0.771 0.162 -0.128 -0.033
H -2.357 -1.533 -2.176 -0.027 0.009 -0.024
H -0.596 0.577 0.309 0.134 0.015 0.003
C 5.279 -1.960 -0.878 0.072 -0.012 -0.096
C 4.474 -2.989 -1.652 -0.011 -0.024 0.068
O 4.857 -3.122 -3.010 -0.065 0.031 -0.054
C 6.196 -3.520 -3.244 0.064 0.002 -0.013
C 6.557 -4.869 -2.646 -0.069 -0.017 0.026
H 5.211 -0.982 -1.361 -0.001 0.009 0.017
H 4.897 -1.874 0.139 -0.023 0.008 -0.002
H 6.334 -2.230 -0.820 -0.009 -0.022 0.052
H 3.425 -2.693 -1.684 -0.008 -0.028 -0.029
H 4.505 -3.960 -1.145 0.046 0.004 0.002
H 6.894 -2.750 -2.896 -0.011 -0.007 0.033
H 6.287 -3.563 -4.329 -0.011 0.009 -0.002
H 6.492 -4.868 -1.558 0.045 0.019 0.002
H 7.581 -5.130 -2.916 -0.001 -0.001 -0.019
H 5.890 -5.646 -3.023 0.004 -0.003 -0.002
C -2.394 4.890 2.218 -0.001 -0.059 0.043
C -3.621 4.409 1.462 0.009 0.061 -0.011
O -4.179 3.209 1.965 0.049 -0.084 -0.104
C -4.624 3.242 3.311 -0.009 -0.024 0.081
C -5.705 4.273 3.583 -0.005 0.025 -0.085
H -1.619 4.122 2.224 0.005 0.004 0.001
H -1.992 5.785 1.741 0.007 -0.007 -0.019
H -2.623 5.143 3.254 -0.015 0.040 -0.014
H -3.350 4.182 0.430 -0.018 -0.004 -0.005
H -4.378 5.200 1.422 -0.002 -0.001 0.033
H -3.778 3.387 3.992 0.006 0.033 -0.020
H -5.014 2.242 3.499 0.011 -0.008 -0.014
H -5.354 5.293 3.419 0.019 0.000 0.048
H -6.033 4.199 4.620 -0.007 -0.018 0.002
H -6.566 4.105 2.934 -0.005 -0.002 0.007
```
Forces are in eV/Å.

The calculation puts the total energy at -71809.0347 eV. As for the SMILES: C[C@@H](Cl)[C@H](Cl)O[P@](=O)(O)ON=C=S.CCOCC.CCOCC. Its orbital gap is 8.44 eV. The HOMO energy comes out at -9.641 eV.

3.
The following is a quantum chemistry calculation of a structure of composition C12H26NO5P2SYb at a distorted geometry, from OMol25.

```
48
Properties=species:S:1:pos:R:3:forces:R:3
Yb 0.502 -0.413 -0.713 -2.230 1.597 0.851
P -2.407 -0.973 -1.016 0.416 -0.538 1.030
C -2.233 0.771 -1.177 -2.121 1.537 -1.259
C -1.776 1.566 -0.060 -1.424 0.518 1.211
N -0.552 1.275 0.466 0.397 -0.324 -0.458
C -0.078 1.954 1.518 -0.118 1.249 1.579
C -0.827 2.961 2.182 0.994 -2.200 -2.093
C -2.078 3.250 1.688 -1.222 0.086 -0.695
C -2.591 2.551 0.579 2.545 -0.317 0.538
C 1.311 1.608 2.060 -0.930 -0.067 0.525
P 2.461 0.885 0.843 0.439 0.995 0.936
H -3.540 2.752 0.176 -1.070 0.257 -0.351
H -0.376 3.425 3.004 0.324 0.788 1.066
H -2.676 4.033 2.172 0.155 -0.421 -0.265
H 1.764 2.517 2.485 -0.090 -0.323 -0.087
H 1.213 0.883 2.899 -0.050 0.366 -0.449
H -1.188 0.810 -2.148 -2.775 0.632 1.155
H -3.191 1.148 -1.650 1.037 0.019 0.744
H 1.352 -0.084 -2.864 -0.744 0.643 -1.288
O -0.220 0.695 -2.557 4.674 1.098 -2.801
H 0.088 1.479 -3.133 -0.924 -1.566 1.262
H 1.396 -1.982 -1.818 3.382 1.969 -1.325
O 2.056 -0.560 -2.417 1.433 -0.356 -0.032
H 2.832 -0.589 -3.017 -0.398 -0.090 0.579
C 3.239 2.416 0.221 0.046 -0.116 -0.760
H 3.781 2.914 1.037 -0.256 -0.154 -0.236
H 3.951 2.143 -0.570 -0.102 0.287 0.176
H 2.482 3.092 -0.197 0.213 -0.104 0.058
C 3.773 0.318 1.973 0.259 -0.800 -0.235
H 4.396 -0.398 1.422 0.066 0.172 0.344
H 4.401 1.158 2.300 -0.296 -0.239 -0.075
H 3.339 -0.191 2.843 0.157 0.090 -0.236
C -3.339 -1.242 0.532 -0.033 -0.185 0.358
H -4.422 -1.246 0.323 0.436 0.066 0.204
H -3.050 -2.212 0.942 -0.207 0.028 0.145
H -3.110 -0.459 1.274 -0.053 -0.324 -0.257
C -3.671 -1.443 -2.235 0.260 -0.288 -0.613
H -3.525 -2.500 -2.490 -0.158 0.218 -0.034
H -4.682 -1.318 -1.819 0.426 0.105 -0.104
H -3.565 -0.844 -3.147 -0.028 -0.198 0.158
C 1.770 -4.333 0.308 0.016 -0.480 0.332
S 0.434 -3.298 -0.163 0.668 -0.382 -0.673
O -0.759 -3.974 -0.436 -0.334 -0.570 0.175
O 0.400 -2.144 0.739 0.434 0.453 -0.253
O 0.900 -2.719 -1.615 -2.923 -3.283 1.258
H 1.262 -5.179 0.783 0.255 0.009 0.025
H 2.409 -3.817 1.031 -0.199 -0.025 -0.210
H 2.344 -4.687 -0.555 -0.346 0.169 0.081
```
Forces are in eV/Å.

The calculation puts the total energy at -85521.5560 eV. Its orbital gap (alpha / beta) is 7.40 / 5.63 eV. The HOMO energy (alpha / beta) comes out at -13.412 / -13.405 eV. Its charge is +2. Its multiplicity is 2.

4.
The following is a quantum chemistry calculation of a structure of composition C12H27BrFNO6S at a distorted geometry, from OMol25.

```
49
Properties=species:S:1:pos:R:3:forces:R:3
C 1.401 0.561 0.334 0.296 1.667 -0.380
C 1.000 1.419 -0.974 -0.692 -2.590 -0.648
O 0.584 0.829 -1.978 1.122 2.611 2.653
O 1.122 2.832 -0.835 -1.206 -1.399 0.040
C -0.164 3.480 -0.814 -1.399 0.860 -0.552
C -1.124 3.039 0.391 1.281 0.925 0.488
N -2.574 3.090 -0.067 1.379 -0.956 0.215
Br -3.545 3.510 1.521 -0.391 0.014 -0.361
S -3.147 1.515 -0.498 -6.190 -4.238 1.950
O -4.634 1.618 -0.731 4.817 0.595 -0.368
O -2.911 0.480 0.576 1.254 2.997 -3.526
F -2.495 1.035 -1.960 -0.348 1.680 3.011
H 2.479 0.196 0.201 -1.666 0.349 0.239
H 1.384 1.281 1.230 0.098 -1.304 -1.214
H 0.653 -0.284 0.456 1.095 1.047 -0.278
H 0.006 4.609 -0.697 0.059 -1.806 -0.277
H -0.763 3.342 -1.789 1.134 -0.021 1.251
H -0.851 2.059 0.897 -0.433 1.019 -0.815
H -1.032 3.849 1.200 -0.175 -1.339 -1.243
C -3.723 -4.584 -4.324 -0.117 0.059 -0.094
C -2.257 -4.199 -4.221 -0.084 0.032 -0.010
O -1.861 -3.210 -5.161 0.135 -0.069 -0.150
C -2.534 -1.960 -5.081 -0.011 0.013 0.120
C -2.367 -1.265 -3.741 0.080 -0.118 0.016
H -3.953 -4.945 -5.331 0.053 -0.005 0.113
H -3.962 -5.371 -3.605 0.041 0.036 -0.058
H -4.382 -3.737 -4.123 0.011 -0.038 0.088
H -1.646 -5.082 -4.425 0.077 0.176 -0.127
H -2.005 -3.878 -3.205 -0.080 0.024 0.045
H -3.593 -2.086 -5.331 -0.038 0.008 0.069
H -2.106 -1.328 -5.863 0.073 -0.232 0.002
H -2.786 -1.852 -2.920 -0.091 0.073 -0.022
H -2.871 -0.298 -3.751 0.021 -0.128 -0.099
H -1.308 -1.106 -3.522 -0.076 0.045 -0.037
C 2.123 0.158 5.441 -0.007 0.160 0.018
C 2.865 -0.522 4.303 -0.033 0.038 0.097
O 3.380 0.386 3.338 -0.084 0.018 -0.231
C 4.316 1.345 3.811 0.056 -0.035 0.057
C 5.563 0.728 4.420 0.025 -0.141 0.032
H 1.298 0.763 5.052 0.053 -0.108 0.032
H 1.719 -0.587 6.131 0.012 0.037 -0.078
H 2.773 0.823 6.012 0.009 -0.081 0.049
H 2.170 -1.177 3.772 0.117 0.128 -0.153
H 3.665 -1.164 4.683 0.017 0.029 0.074
H 3.832 2.030 4.515 0.036 -0.027 0.075
H 4.607 1.947 2.945 -0.178 -0.154 -0.036
H 5.333 0.119 5.296 0.020 0.097 0.031
H 6.261 1.509 4.729 -0.048 -0.033 -0.037
H 6.062 0.081 3.693 -0.028 0.084 0.027
```
Forces are in eV/Å.

The calculation puts the total energy at -110247.1443 eV. Its orbital gap is 7.83 eV. The HOMO energy comes out at -9.377 eV.